(1)
Entry from OMol25: 22 unconnected molecules or ions with the total composition C42H132N4O26 in a non-equilibrium geometry (wB97M-V/def2-TZVPD).

CARTESIAN COORDINATES (ANGSTROEM)
H -0.486 -19.758 -21.138
H -2.499 -20.493 -17.008
H -15.521 -17.470 -21.907
H 2.082 -22.389 -19.657
H -16.519 -30.537 -20.564
C 0.858 -19.752 -14.893
H -6.161 -25.146 -16.068
H -8.120 -16.518 -19.141
H -7.965 -20.950 -15.991
H -14.929 -17.900 -20.316
H -1.622 -26.252 -19.791
C -0.248 -24.479 -15.688
H -8.938 -18.982 -21.782
H -8.186 -19.753 -13.560
O -10.759 -23.273 -21.627
H -5.366 -16.971 -18.096
H -3.996 -18.102 -18.178
O -8.463 -20.559 -14.002
O -3.590 -26.117 -21.660
C -3.616 -25.935 -14.708
H -7.692 -24.376 -18.736
O -7.569 -25.222 -19.172
O 0.236 -27.183 -20.081
H -3.349 -18.261 -22.582
H 1.317 -20.115 -15.813
H -12.293 -17.508 -20.537
C -7.268 -21.407 -19.065
H -0.607 -23.609 -16.237
O 2.187 -22.894 -17.580
H -4.322 -24.025 -14.435
H -4.934 -21.913 -21.436
O -12.137 -24.018 -15.313
H -10.099 -24.438 -17.215
H -10.232 -28.334 -20.385
O -5.743 -18.734 -17.180
N -1.595 -19.385 -15.565
C -11.609 -22.716 -22.637
H 2.438 -21.530 -13.811
H -9.885 -22.898 -21.757
H 1.079 -27.142 -19.623
H -12.187 -21.841 -20.004
O -11.172 -28.309 -17.203
H -1.983 -19.985 -14.851
H -0.135 -25.255 -19.715
C -12.704 -21.364 -19.172
H -7.431 -17.881 -20.120
H -6.749 -24.019 -22.697
C -16.161 -29.780 -21.261
H -3.937 -26.922 -14.377
H -12.528 -23.942 -14.439
C -5.083 -18.018 -18.198
C 1.449 -21.874 -14.114
C -12.533 -29.113 -21.358
H -8.457 -18.297 -18.783
H 1.506 -22.304 -15.114
C -0.579 -26.220 -19.473
C -5.234 -21.466 -14.885
H -11.246 -27.785 -15.203
H -9.397 -28.079 -18.342
H -9.171 -21.846 -19.889
O -1.126 -19.966 -19.124
C -8.276 -17.524 -19.530
N -12.240 -28.455 -20.107
C -8.507 -20.231 -15.377
H -8.305 -24.831 -20.958
C -0.342 -18.764 -15.102
C -9.713 -18.662 -21.085
H -12.171 -27.472 -20.331
H -12.436 -30.183 -21.176
H -0.596 -26.290 -18.386
H -5.517 -18.365 -16.322
H -2.787 -23.229 -21.479
O -14.816 -29.521 -20.887
H -13.770 -20.720 -15.988
C -4.057 -17.884 -21.844
H -3.604 -25.830 -15.793
H -6.637 -26.404 -15.031
H -12.306 -21.428 -15.550
H -16.287 -30.271 -22.226
H -1.160 -21.966 -23.423
O -5.417 -18.126 -22.083
H -6.063 -22.978 -19.474
O -12.186 -25.509 -20.631
C -2.958 -23.205 -18.071
C -5.242 -21.590 -20.442
C -4.152 -21.738 -19.352
C -10.599 -27.583 -16.057
H -13.895 -24.983 -15.962
H -11.367 -23.026 -23.654
H -13.275 -17.898 -22.924
C -8.627 -25.445 -20.117
H -1.820 -18.729 -20.617
H -11.625 -21.639 -22.469
H -8.153 -19.208 -15.504
O -3.946 -23.142 -19.063
H -10.599 -26.809 -18.557
H -15.448 -15.548 -19.478
C -14.633 -17.474 -21.275
C -12.844 -20.484 -15.466
H -3.214 -21.354 -19.753
H -2.066 -22.606 -18.258
C -10.133 -23.438 -17.648
H -0.880 -21.071 -16.795
H -8.258 -24.010 -23.556
C -6.985 -25.838 -15.895
H -3.852 -18.261 -20.842
H -15.704 -15.029 -21.160
H -4.397 -21.151 -18.467
C -7.513 -23.356 -23.102
C -13.130 -24.280 -16.292
H 0.089 -19.092 -17.734
C -10.467 -27.881 -18.412
H -10.717 -29.792 -19.486
H -7.429 -22.132 -21.625
H -14.073 -29.496 -22.827
O -6.997 -26.743 -16.976
H 1.683 -19.134 -14.538
H -0.749 -25.310 -16.185
H -5.866 -17.311 -22.317
O -12.073 -19.472 -16.100
H -3.445 -22.931 -17.135
H -13.755 -21.386 -19.459
C -1.481 -20.162 -16.801
H -11.988 -19.796 -17.000
H -14.094 -25.487 -21.624
H -7.909 -25.352 -15.583
H -10.601 -26.508 -16.233
H -7.181 -20.346 -19.299
C 1.681 -22.134 -18.676
H 3.104 -22.648 -17.437
H -10.999 -17.551 -22.432
H -5.829 -21.283 -13.991
H -5.323 -25.182 -20.907
N -6.474 -22.230 -20.015
H -9.877 -19.459 -20.361
C -4.569 -25.923 -20.644
C -0.960 -19.289 -17.953
C -13.590 -25.552 -20.660
H -3.533 -21.997 -14.149
H 1.174 -22.627 -13.374
H -13.943 -24.673 -20.121
O -8.862 -23.087 -18.168
H -9.221 -21.030 -18.381
H -2.574 -25.838 -14.401
H -0.134 -18.416 -20.206
H 1.871 -21.067 -18.560
H -9.576 -20.310 -15.573
H -14.353 -27.914 -22.044
H -3.880 -16.820 -21.686
H -7.046 -22.878 -23.963
C -1.819 -23.064 -21.954
H -12.321 -19.560 -19.710
O -8.120 -22.374 -22.245
H -1.597 -18.405 -17.985
H -5.422 -20.542 -20.686
H -1.368 -24.043 -21.797
H -5.163 -26.814 -20.443
H -12.528 -22.049 -18.343
H -3.309 -27.035 -21.684
H -13.585 -23.345 -16.619
O -14.099 -16.156 -20.953
C -14.006 -28.936 -21.894
O -4.187 -22.390 -14.731
H -9.623 -25.150 -19.788
H -14.404 -14.309 -20.208
C -0.889 -19.197 -20.295
H -6.785 -21.541 -18.097
H -7.172 -26.246 -17.778
H 0.597 -22.250 -18.705
H -5.910 -21.882 -15.633
N -12.234 -18.359 -21.078
H -13.788 -19.324 -22.079
H -0.611 -24.395 -14.663
H -4.074 -25.615 -19.723
H -5.432 -18.381 -19.165
H -16.714 -28.851 -21.118
H -11.948 -28.765 -22.210
H -0.470 -18.194 -14.181
H -11.904 -24.617 -20.847
H -12.634 -23.021 -22.426
C -14.953 -15.232 -20.396
H -10.456 -22.657 -16.960
C -11.024 -18.467 -21.842
O -12.278 -20.051 -18.886
H -10.860 -23.430 -18.460
H -9.582 -27.895 -15.818
H -1.324 -22.326 -21.322
C -13.446 -18.301 -21.926
O -1.948 -22.496 -23.284
H -11.179 -19.279 -22.553
H -14.026 -26.379 -20.099
H -12.702 -24.744 -17.181
C -10.896 -28.725 -19.614
O 0.524 -20.835 -14.018
H 1.487 -24.305 -16.556
H -4.927 -20.510 -15.310
C -8.723 -21.852 -18.896
H -8.573 -26.495 -20.406
O 1.152 -24.675 -15.735
O -9.487 -17.475 -20.301
H 0.002 -18.035 -15.835
O -4.459 -24.931 -14.147
H -2.639 -24.220 -17.834
H -12.942 -20.336 -14.390

Forces on the atoms, in the same order (eV/Å):
H -0.3450 -0.7775 0.2640
H -0.0492 0.0088 -0.3276
H 0.1185 0.3337 -0.3463
H 0.1756 -0.4884 0.0740
H -0.1462 0.2345 0.2891
C -0.4673 0.4802 0.2625
H -0.3062 0.6716 0.1590
H 0.0993 -0.2973 0.1924
H 0.1938 0.0895 0.0714
H -0.0338 -0.4005 0.0814
H 0.2397 -0.2287 -0.4563
C -0.1840 -0.3333 -0.5222
H 0.4208 0.5024 0.0222
H -0.0616 -0.2506 0.3340
O -0.9557 -0.2611 -0.4834
H 0.2056 0.2604 -0.3549
H 0.1589 -0.1276 0.1845
O 0.9308 -0.0483 0.8975
O -0.2134 0.3006 -0.3113
C 0.0513 1.2034 -0.0524
H -0.5845 0.3723 0.0528
O 0.0644 -0.9564 0.2289
O -0.0961 -0.8379 -0.1581
H -0.3115 -0.2482 -0.1219
H -0.6220 -0.4810 -0.5577
H 0.6577 0.2783 0.1849
C 0.6415 -1.3532 0.8161
H 0.2901 0.4960 0.0156
O -0.0286 0.2170 -0.5679
H 0.4594 0.0203 -0.4468
H 0.3194 -0.8657 0.1801
O 0.3064 -0.3008 -0.2422
H 0.2622 0.2857 0.1722
H 0.7647 -0.4214 -0.3974
O -0.1046 -0.7600 0.0790
N 0.7302 0.3133 -0.0220
C -0.2040 0.1539 1.0853
H 0.3413 0.1272 -0.0902
H 0.8301 0.0702 -0.0132
H 0.0863 -0.1649 -0.0952
H 0.4502 0.2271 -0.2461
O 1.6889 1.4496 0.1799
H 0.1603 0.0434 0.1838
H -0.4561 0.5302 0.0221
C -0.2202 -0.5062 -0.4049
H 0.1614 0.2994 -0.3009
H -0.0753 0.2576 0.8127
C 0.5930 -0.1847 0.9732
H -0.3282 0.1714 -0.2205
H -0.1675 -0.0248 -0.0939
C -0.2311 0.5547 -0.0050
C 0.5151 -0.3873 0.5734
C -1.5969 0.1178 -0.5058
H 0.3428 0.2679 0.6937
H -0.1071 -0.0618 0.0009
C 0.1362 0.9972 0.4827
C -1.1978 0.3151 -0.7372
H 0.0029 -0.0634 -0.0734
H 0.2493 0.1251 0.4997
H -0.3184 -0.6775 -0.1182
O 0.5452 -1.2572 -2.2429
C -1.2387 -0.7242 -0.5285
N -0.3627 0.5281 0.1395
C -1.1529 -0.0414 0.1849
H -0.6992 -0.0992 -0.4947
C 0.7048 -1.4236 -0.1050
C -1.5353 0.4187 1.2027
H -0.3688 0.2687 0.2181
H 0.2196 -0.1033 -0.4106
H 0.0689 -0.2344 0.2196
H 0.1168 0.0991 -0.0206
H -0.3946 0.3263 -0.5039
O -0.3231 -0.6474 -0.5669
H -0.5267 0.6214 0.2433
C 0.1615 0.9704 1.2767
H -0.1913 -0.4822 -0.2470
H -0.1410 -0.0490 0.1276
H 0.2999 -0.3216 0.1678
H 0.1860 0.5049 -0.4716
H 0.0095 -0.0925 -0.1301
O -0.5543 -0.3677 -0.4406
H -0.7427 -0.9231 -0.0355
O -0.0790 -0.8096 -0.2394
C -0.3385 -0.7579 1.4148
C 0.5294 0.7986 0.3247
C 0.0844 -0.3268 -1.7665
C -0.9328 -0.7901 -0.8084
H -0.0980 0.1021 0.2347
H 0.2528 0.1864 0.0356
H 0.3379 0.3218 -0.0702
C 1.3534 0.6292 -0.2886
H -0.0062 0.0716 -0.0130
H 0.1196 0.2533 -0.6707
H -0.0039 -0.0931 -0.5548
O -0.0548 1.1727 -0.5801
H -0.2594 0.0800 -0.1884
H 0.0304 -0.2357 0.1863
C 1.8920 0.3045 0.8297
C 0.8926 -1.0210 -0.2997
H 0.1627 0.2173 0.0727
H -0.0771 0.2208 -0.2566
C -0.2444 0.9886 -0.8599
H 0.4045 -0.1830 0.5042
H -0.3949 0.0701 0.3815
C 1.4739 -0.6161 0.4105
H 0.3509 -0.6093 -0.1363
H -0.5420 0.4149 0.1895
H -0.1981 -0.1798 0.3489
C -0.2276 0.1863 -1.1302
C -0.2390 0.0364 -0.0924
H 0.1998 0.5403 -0.2846
C -0.9679 -1.6828 0.7769
H -0.0246 0.0533 0.2521
H 0.2981 -0.0624 1.0414
H -0.0862 -0.0460 -0.2244
O -0.6262 -0.5036 0.4232
H 0.1876 0.0600 0.8334
H -0.2037 -0.3129 0.2231
H 0.0908 -0.0374 -0.1117
O -0.4609 -0.0914 0.7288
H 0.3281 0.6366 0.3635
H -0.3305 -0.0271 0.2766
C -0.4989 0.4917 -0.3276
H 0.1219 0.4345 -0.6608
H 0.4802 -0.2761 -0.5021
H -0.3158 0.1035 -0.5471
H -0.0292 0.1391 -0.1252
H -0.3105 -0.0394 -0.2805
C -0.3629 0.4480 -0.0719
H 0.0962 -0.0704 0.0503
H 0.7259 0.1512 -0.4474
H 0.1656 -0.1830 0.2022
H 0.4075 0.2977 -0.3260
N -0.2413 0.4276 -0.1474
H 0.1189 -0.5011 0.0430
C -0.1109 -0.4306 0.4045
C -0.8739 0.1056 1.7768
C -1.0916 1.2253 0.9760
H 0.1739 -0.1514 0.1530
H -0.1650 -0.1384 -0.2663
H -0.3267 0.2623 0.1571
O 1.3092 0.5813 -0.5522
H -0.2424 -0.0093 0.4826
H 0.1693 0.1471 0.2874
H 0.0286 0.2190 0.7313
H 0.0440 0.1470 0.2820
H 0.0297 0.3605 -0.9732
H 0.3842 0.3068 -0.2127
H 0.1439 0.2670 -0.4349
H 0.1452 0.3235 -0.0061
C -0.5306 0.7150 0.4900
H 0.0826 0.9562 -0.8122
O -0.1528 -1.0094 -1.1535
H 0.3681 0.6536 0.2747
H -0.0462 0.4326 0.5378
H 0.5753 -0.0098 -0.9540
H 0.1833 -0.2678 0.0173
H -0.1885 0.3919 0.3082
H -0.1199 -0.0041 0.1250
H -0.2907 0.0735 0.0236
O 1.1424 -1.9039 -0.9160
C 0.7261 -0.6557 1.8668
O 0.6350 0.5339 0.0979
H 0.1170 -0.1144 0.1646
H 0.0975 -0.1392 0.0315
C 0.0016 0.3547 -0.2533
H -0.0816 0.3831 0.4549
H -0.1918 0.1832 -0.5601
H 0.0656 -0.1510 0.0596
H -0.0460 -0.1540 0.0898
N -1.7472 -0.0419 0.8480
H -0.2483 -0.1005 -0.0552
H 0.2461 -0.0987 0.0379
H -0.1871 0.0826 0.1221
H -0.0799 -0.0946 0.0932
H -0.4922 -0.0920 -0.4798
H 0.8330 -0.1651 -0.0917
H -0.4129 -0.2418 0.0669
H 0.4891 0.1908 -0.1912
H -0.0158 -0.3224 -0.0029
C -0.9796 0.5164 -0.4819
H -0.0266 -0.2624 0.4971
C 0.2360 0.6466 -0.9106
O 0.2143 -1.1562 1.0137
H -0.1418 -0.2656 -0.2017
H 0.0949 -0.1421 -0.2365
H 0.2546 -0.0594 0.2044
C -1.0882 0.1616 0.6365
O 0.0597 -0.8990 0.9427
H 0.2682 -0.2278 -0.0047
H 0.5699 -0.3728 -0.1471
H 0.4733 0.0093 0.1423
C -0.0347 0.9747 -0.3315
O -0.4687 1.4889 -0.7908
H 0.0683 0.2064 -0.1663
H 0.4226 0.0870 0.0714
C -0.1237 0.5035 0.0251
H -0.2295 0.0545 0.1083
O -0.2688 -0.0822 0.4977
O 0.7622 -0.0931 -1.2092
H -0.1006 0.0483 -0.1101
O -0.1892 -1.5508 0.8644
H -0.0749 -0.3460 -0.7506
H -0.3145 0.5397 -0.2220

Output
- Total energy: -104875.380 eV
- 2S+1: 1
- Charge: 0
- HOMO energy: -0.2925 hartree
- Gap between HOMO and LUMO: 8.07 eV

---

(2)
Entry from OMol25: a molecular structure, C42H25BiN12O4S (wB97M-V/def2-TZVPD).

CARTESIAN COORDINATES (ANGSTROEM)
C -4.516 1.176 -2.962
C -2.478 1.808 2.229
C -2.987 2.669 3.168
C 0.452 -2.746 -1.946
C 2.961 -0.044 0.789
C 3.608 1.600 -2.455
H -3.819 1.306 -6.268
C -4.728 -2.720 3.242
C -4.556 -1.812 2.205
H -2.010 3.756 4.653
C 1.372 1.280 -2.808
C 4.986 -0.837 2.206
C -3.639 -3.263 3.920
C 2.658 -1.325 2.671
C -2.170 -2.003 2.550
H 4.371 3.162 -5.899
C 1.676 -4.652 -2.181
N 0.504 -4.074 -2.038
O -5.309 2.864 2.741
C -2.405 0.829 -4.733
O -4.564 1.051 1.409
H 3.648 -1.918 -2.125
H 0.550 2.592 5.061
H 6.177 2.804 -4.273
C -4.315 3.282 3.458
H 5.720 1.781 -2.059
Bi -0.022 0.940 0.066
N -1.114 1.717 2.402
H 1.670 -5.736 -2.224
H -5.732 -2.992 3.541
C -3.289 1.021 1.235
H 3.823 -4.440 -2.445
H -5.679 1.672 -4.688
H 0.952 3.684 3.730
C -3.659 1.170 -5.206
H -1.569 0.712 -5.410
O -2.948 1.618 -0.220
H 1.234 1.941 3.566
O -4.373 4.134 4.326
N -1.290 -0.563 1.028
N -3.135 -0.598 -0.498
C 2.883 -3.940 -2.273
C 2.797 -2.586 -2.113
H -4.994 2.045 2.136
H 4.624 -2.718 5.014
N 1.569 -0.260 0.967
C 5.311 -1.575 3.328
C -3.263 -1.465 1.868
H -1.483 -3.303 4.111
H -3.813 -3.962 4.728
C 3.638 -0.701 1.885
C 1.369 -1.051 2.065
C -3.276 0.777 -2.482
C 0.564 2.694 3.976
N -1.910 3.089 3.901
N 3.587 0.547 -0.189
H -5.325 1.330 -2.259
H 5.745 -0.372 1.591
C -2.190 0.633 -3.372
C -0.957 -1.379 2.019
C 2.989 -2.045 3.813
C -3.128 0.568 -1.016
C 3.006 0.982 -1.312
N 0.252 -1.583 2.533
C 5.168 2.520 -4.003
S -1.090 -1.968 -1.756
H 2.208 -2.481 4.423
H 2.037 2.500 -5.370
C -0.802 2.498 3.419
N -0.530 -0.396 -1.808
N 0.116 1.243 -3.340
C -0.806 0.460 -2.856
H -5.392 -1.363 1.688
C -2.342 -2.908 3.586
N 1.598 -2.021 -1.918
C 4.134 2.729 -4.936
C 2.565 1.802 -3.402
H 6.352 -1.704 3.598
H 1.498 -1.003 -1.732
C 4.923 1.957 -2.770
C 2.836 2.370 -4.651
N 1.675 0.795 -1.585
C -4.710 1.361 -4.320
C 4.327 -2.163 4.133
C -2.755 -0.453 0.897

Forces on the atoms, in the same order (eV/Å):
C 0.0398 -0.1165 0.0298
C -0.2801 0.1467 0.1551
C 0.1596 0.0299 -0.1972
C 0.4164 0.0641 0.1065
C 0.5292 0.3487 -0.4641
C -0.2914 -0.1568 0.0933
H 0.0226 0.0075 -0.0045
C -0.0550 0.0613 -0.0620
C 0.0189 -0.0138 -0.0594
H 0.0078 -0.0135 0.0082
C 0.4195 -0.3284 0.1718
C 0.0246 0.0676 -0.0778
C 0.0120 -0.0834 0.0836
C 0.4526 0.1833 -0.0208
C -0.4532 0.0157 0.0611
H 0.0006 0.0229 0.0137
C 0.1972 0.1544 -0.0214
N -0.4171 -0.0669 -0.0046
O -0.1530 0.6208 0.6543
C 0.0735 -0.0642 0.0838
O 0.3993 -0.4571 -0.3679
H -0.0398 0.0656 0.0725
H 0.0531 0.0042 -0.0017
H 0.0075 -0.0029 0.0302
C -0.2863 -0.0182 0.0689
H 0.0142 0.0492 -0.0110
Bi -0.2704 0.3191 -0.4571
N 0.2957 0.1791 0.0523
H 0.0144 0.0062 -0.0399
H 0.0164 -0.0480 -0.0019
C 0.1619 -0.5715 0.1270
H 0.0355 0.0526 0.0465
H -0.0177 -0.0452 0.0045
H 0.0206 -0.0096 0.0145
C -0.0715 -0.0065 -0.0149
H 0.0116 0.0576 0.0012
O 0.3594 0.2876 -0.0688
H 0.0056 -0.0007 0.0000
O 0.1110 0.0324 0.0336
N -0.0984 -0.4217 0.2424
N -0.0408 -0.5092 -0.1725
C -0.2043 -0.1446 -0.0221
C 0.2229 -0.0142 0.0368
H -0.1142 -0.0980 -0.3052
H -0.0023 0.0042 -0.0058
N -0.2682 -0.3725 0.1431
C 0.0165 0.0045 -0.0070
C 0.3889 -0.0676 0.1740
H -0.0251 -0.0179 0.0241
H 0.0070 0.0022 -0.0041
C -0.2743 -0.2975 0.3938
C -0.3462 -0.0306 -0.2012
C 0.2641 0.1723 -0.1954
C -0.0572 0.0381 -0.0189
N -0.0425 -0.0317 -0.0159
N -0.0615 -0.4169 0.4795
H 0.0021 -0.0043 -0.0033
H 0.0010 -0.0031 0.0032
C -0.3842 0.0753 0.2264
C -0.0864 0.4552 -0.5508
C -0.1006 -0.0093 -0.0384
C 0.0008 -0.3732 0.2148
C -0.0089 0.3506 -0.4291
N 0.3397 -0.1140 0.3148
C 0.1047 -0.0763 0.2093
S 0.0498 0.0519 -0.2072
H 0.0268 -0.0637 -0.0204
H 0.0262 0.0621 -0.0056
C -0.0452 0.0103 -0.0064
N -0.2800 -0.1119 0.7014
N -0.6457 0.1978 -0.0227
C 0.5506 -0.0296 -0.4872
H -0.0232 -0.0124 0.0179
C 0.1653 0.0334 -0.0541
N -0.5081 -0.1443 0.0256
C -0.2641 -0.0348 -0.1234
C -0.0038 -0.1486 0.2614
H 0.0002 0.0397 0.0024
H 0.0657 0.1860 -0.2522
C 0.1965 0.0836 -0.1324
C 0.0695 0.0438 -0.1595
N 0.3489 0.2867 0.0335
C -0.0132 0.0725 -0.0701
C -0.0124 -0.0459 0.0635
C -0.4812 0.6503 -0.0945

Output
- Total energy: -86708.007 eV
- 2S+1: 1
- Energy relative to the best compared isomer or geometry (same formula, charge and spin): 0.00 kcal per mole
- Charge: 0
- HOMO energy (alpha / beta): -0.2388 / -0.2389 hartree
- Gap between HOMO and LUMO (alpha / beta): 5.09 / 5.09 eV